{"formula": "C4H3FN2S", "method": "ωB97M-V/def2-TZVPD", "symbols": ["F", "C", "C", "C", "N", "C", "S", "N", "H", "H", "H"], "positions_angstrom": [[-2.996, -0.073, -0.167], [-1.725, -0.556, -0.132], [-0.578, 0.030, 0.263], [-0.035, 1.424, 0.180], [1.289, 1.405, -0.021], [1.765, 0.038, 0.134], [3.247, -0.306, -0.156], [0.628, -0.849, 0.500], [-1.682, -1.680, -0.284], [-0.473, 2.381, -0.178], [0.561, -1.814, -0.140]], "e_tot_ev": -20726.636, "e_lumo_ev": -1.10, "homo_lumo_gap_ev": 7.871, "e_above_lowest_kcal_mol": 64.8, "smiles": "F/C=C1\\C=NC(=S)N1"}

{"formula": "C2H4N4S2", "method": "ωB97M-V/def2-TZVPD", "symbols": ["C", "S", "C", "N", "N", "N", "N", "S", "H", "H", "H", "H"], "positions_angstrom": [[-2.319, -0.231, -0.091], [-0.797, -1.209, -0.124], [0.334, 0.112, -0.116], [0.073, 1.399, -0.111], [1.281, 2.031, -0.103], [2.245, 1.204, -0.110], [1.683, -0.037, -0.108], [2.611, -1.469, -0.182], [-2.362, 0.390, 0.842], [-3.121, -0.966, -0.073], [-2.393, 0.406, -0.958], [2.765, -1.630, 1.135]], "e_tot_ev": -29767.833, "e_lumo_ev": 0.38, "homo_lumo_gap_ev": 9.785, "e_above_lowest_kcal_mol": 34.5, "smiles": "CSc1nnnn1S"}

{"formula": "C45H45N2O7S4Y", "method": "ωB97M-V/def2-TZVPD", "symbols": ["Y", "O", "C", "O", "C", "O", "C", "C", "O", "O", "H", "H", "H", "H", "H", "O", "S", "C", "C", "C", "C", "S", "O", "C", "C", "C", "C", "C", "C", "C", "C", "C", "C", "C", "C", "H", "H", "H", "H", "H", "H", "H", "H", "H", "H", "H", "H", "H", "H", "H", "H", "H", "H", "S", "C", "C", "C", "C", "C", "C", "N", "C", "C", "C", "C", "C", "C", "C", "C", "N", "C", "C", "C", "C", "C", "S", "C", "H", "H", "H", "H", "H", "H", "H", "H", "H", "H", "H", "H", "C", "C", "C", "C", "C", "H", "H", "H", "H", "H", "H", "H", "H", "H", "H"], "positions_angstrom": [[0.149, 0.904, 0.801], [0.464, 4.224, 3.673], [0.260, 2.966, 3.322], [1.096, 2.309, 2.731], [-1.054, 2.396, 3.839], [-1.763, 1.686, 2.851], [-2.661, 2.548, 2.136], [-1.894, 3.577, 1.293], [-2.438, 4.632, 1.011], [-0.746, 3.150, 0.914], [1.308, 4.505, 3.281], [-0.786, 1.692, 4.632], [-1.660, 3.194, 4.270], [-3.236, 1.900, 1.472], [-3.343, 3.042, 2.830], [-1.339, 1.277, -1.204], [-1.822, 2.657, -1.645], [-0.426, 3.727, -2.104], [0.258, 3.538, -3.449], [1.043, 2.241, -3.641], [2.372, 2.118, -2.892], [2.449, 0.817, -1.375], [1.365, 1.826, -0.714], [1.995, -0.431, -2.597], [2.948, -0.880, -3.504], [2.616, -1.843, -4.448], [1.325, -2.350, -4.516], [0.366, -1.891, -3.623], [0.704, -0.942, -2.668], [-2.546, 2.374, -3.247], [-3.416, 3.339, -3.734], [-3.994, 3.165, -4.983], [-3.711, 2.026, -5.726], [-2.853, 1.059, -5.219], [-2.265, 1.228, -3.974], [0.250, 3.610, -1.260], [-0.893, 4.715, -2.025], [0.933, 4.393, -3.565], [-0.489, 3.636, -4.243], [1.211, 2.126, -4.717], [0.387, 1.408, -3.371], [2.661, 3.064, -2.427], [3.174, 1.824, -3.574], [3.956, -0.485, -3.462], [3.374, -2.199, -5.135], [1.070, -3.097, -5.256], [-0.648, -2.275, -3.663], [-0.044, -0.587, -1.972], [-3.644, 4.217, -3.140], [-4.670, 3.914, -5.372], [-4.163, 1.891, -6.700], [-2.633, 0.169, -5.795], [-1.595, 0.482, -3.568], [2.359, -2.075, 7.375], [3.367, -0.962, 8.187], [3.452, 0.220, 7.520], [2.672, 0.229, 6.334], [2.008, -0.950, 6.123], [1.119, -1.299, 5.008], [0.937, -0.385, 3.951], [0.165, -0.595, 2.907], [-0.480, -1.782, 2.821], [-0.356, -2.769, 3.806], [-1.039, -4.022, 3.662], [-1.797, -4.269, 2.577], [-1.940, -3.283, 1.546], [-2.718, -3.520, 0.404], [-2.829, -2.555, -0.566], [-2.149, -1.341, -0.353], [-1.408, -1.087, 0.709], [-1.295, -2.044, 1.662], [-3.602, -2.758, -1.797], [-3.892, -3.940, -2.420], [-4.643, -3.763, -3.610], [-4.908, -2.452, -3.865], [-4.263, -1.429, -2.663], [0.455, -2.498, 4.918], [3.852, -1.242, 9.108], [4.046, 1.056, 7.858], [2.617, 1.079, 5.670], [1.475, 0.550, 3.951], [-0.923, -4.765, 4.441], [-2.308, -5.216, 2.459], [-3.235, -4.468, 0.306], [-2.200, -0.543, -1.084], [-3.549, -4.901, -2.064], [-4.960, -4.572, -4.253], [-5.453, -2.033, -4.696], [0.552, -3.254, 5.689], [3.904, 0.353, 1.588], [3.346, -0.836, 0.803], [3.101, -2.002, 1.769], [4.432, -1.323, -0.178], [2.022, -0.461, 0.102], [4.846, 0.098, 2.087], [3.196, 0.686, 2.353], [4.094, 1.203, 0.927], [4.036, -2.329, 2.238], [2.677, -2.855, 1.230], [2.406, -1.733, 2.565], [5.331, -1.639, 0.363], [4.724, -0.543, -0.880], [4.065, -2.177, -0.754], [1.690, -1.392, -0.382]], "e_tot_ev": -109093.426, "e_lumo_ev": -0.95, "homo_lumo_gap_ev": 4.173, "e_above_lowest_kcal_mol": 57.9}

no.,molar mass (g/mol),maximum force (eV Å⁻¹)
1,130.1,4.36
2,148.2,1.26
3,943.0,0.79